1.
20
Properties=species:S:1:pos:R:3:forces:R:3:lowdin_charge:R:1 method="wB97M-V/def2-TZVPD" e_homo_ev=-14.471 e_lumo_ev=-4.4 fmax_ha_per_bohr=0.0544 charge=+1 de_lowest_ev=2.299
C -0.59296 -0.31328 -2.74217 0.984 -0.399 0.196 -0.095
C 0.36995 0.80769 -2.32857 -0.648 1.264 0.206 -0.245
C 1.40387 0.65671 -1.23925 0.151 -2.173 0.675 -0.144
N 0.76856 -0.10485 -0.09402 2.223 1.328 0.311 0.056
C 0.83273 0.50861 1.07760 -2.490 -0.982 0.814 -0.119
N -0.27639 0.51824 1.84773 2.104 -0.561 1.232 0.163
H -1.46142 -0.27881 -2.07718 0.050 -0.248 -0.333 0.076
H -0.15327 -1.32744 -2.73207 -0.153 0.377 -0.053 0.081
H -0.87042 -0.08017 -3.76588 -0.399 -0.246 0.024 0.079
H -0.33060 1.54948 -1.91818 0.342 0.352 -0.410 0.114
H 0.90550 1.27499 -3.16586 -0.308 -0.219 0.026 0.123
H 1.62843 1.62672 -0.80062 0.393 -0.012 -0.360 0.120
H 2.29752 0.09525 -1.54119 -0.092 0.430 -0.106 0.129
H 0.41113 -1.04274 -0.19521 -0.727 0.259 -0.201 0.163
H 1.69411 0.97445 1.59975 -0.264 0.700 -1.701 0.179
H -0.08961 1.07076 2.68168 -0.304 -0.332 0.186 0.120
H -0.69722 -0.40428 2.10993 -0.898 0.623 -0.517 0.087
H -1.66756 -2.45522 3.08808 -0.291 0.717 -0.048 0.085
H -2.60151 -1.22395 3.36626 0.187 -0.219 -0.114 0.078
O -1.83183 -1.51917 2.85833 0.141 -0.659 0.172 -0.051



2.
51
Properties=species:S:1:pos:R:3:forces:R:3:lowdin_charge:R:1 method="wB97M-V/def2-TZVPD" e_homo_ev=-8.257 e_lumo_ev=0.4 fmax_ha_per_bohr=0.0286 charge=0 de_lowest_ev=2.725
C 1.09209 4.16144 4.81271 0.034 -0.009 0.035 -0.049
C 1.49131 3.08652 3.84837 0.067 0.019 -0.035 -0.269
C 0.56237 2.17950 3.36596 0.090 -0.131 -0.131 0.023
C 0.94326 1.17674 2.47565 0.209 0.397 0.367 -0.149
C 2.27328 1.07809 2.06870 -0.246 -0.077 0.053 -0.039
C 3.20008 1.98254 2.54835 0.043 0.027 0.009 -0.068
C 2.81392 2.97889 3.42848 -0.084 -0.020 -0.003 -0.044
H 3.54501 3.68312 3.79874 0.083 0.078 0.035 0.113
H 4.23150 1.91107 2.23665 0.087 -0.015 -0.031 0.105
H 2.55587 0.29158 1.38817 0.044 -0.089 -0.093 0.107
C -0.03316 0.24304 1.96041 0.011 -0.831 -0.835 -0.284
N 0.15879 -0.62536 1.00774 0.519 0.537 0.460 0.194
C -1.03124 -1.28296 0.86072 -0.838 0.396 0.819 -0.301
C -1.93218 -0.75583 1.74813 0.193 -0.753 -0.888 -0.241
O -1.29198 0.21179 2.44993 0.109 0.281 0.257 0.129
C -3.35664 -1.06167 2.02065 0.178 0.101 0.218 0.012
H -3.82685 -1.45063 1.12100 -0.057 -0.012 -0.031 0.071
H -3.87336 -0.15946 2.33891 -0.117 0.029 -0.019 0.090
H -3.44599 -1.80473 2.81410 -0.077 -0.015 0.058 0.091
C -1.23200 -2.31755 -0.17182 -0.158 0.472 -0.469 -0.199
H -1.84277 -3.14385 0.18579 -0.097 -0.085 -0.224 0.111
H -0.27341 -2.66701 -0.54285 0.076 -0.135 0.031 0.088
S -2.20246 -1.54465 -1.57168 1.196 -0.857 -0.031 0.947
O -3.56380 -2.06161 -1.41721 -1.234 -0.213 0.085 -0.520
C -1.42572 -2.54486 -2.94024 -0.210 0.286 0.473 -0.202
C 0.06635 -2.32031 -2.93178 -0.026 -0.179 -0.265 -0.537
O 0.82887 -3.23330 -2.66000 -0.007 -0.272 0.152 0.046
N 0.50466 -1.07237 -3.19353 0.191 0.134 -0.010 -0.050
C -0.28169 0.10397 -3.47413 -0.285 0.461 0.082 -0.145
H -1.33043 -0.13898 -3.62961 0.091 -0.004 -0.076 0.095
C -0.13967 1.11208 -2.32999 -0.006 -0.012 -0.225 -0.186
N 1.26022 1.45113 -2.16085 0.020 0.004 -0.089 -0.217
C 1.44550 2.49908 -1.18127 -0.072 -0.032 0.019 -0.086
H 0.90639 3.38787 -1.50689 -0.004 0.083 0.041 0.085
H 1.08997 2.21523 -0.17999 -0.007 0.030 0.015 0.075
H 2.50511 2.73979 -1.11541 0.059 0.062 0.059 0.087
C 2.01311 0.25131 -1.82788 0.056 -0.105 -0.242 -0.173
C 1.90039 -0.74677 -2.97946 0.454 -0.108 0.325 -0.108
H 2.43274 -1.66967 -2.74819 -0.045 0.134 -0.077 0.123
H 2.30718 -0.30333 -3.89332 0.000 -0.022 0.034 0.131
H 3.06003 0.52657 -1.68765 0.032 -0.021 0.014 0.124
H 1.63695 -0.21285 -0.90050 0.096 0.014 -0.088 0.102
H -0.69296 2.02017 -2.57954 -0.043 -0.009 0.012 0.126
H -0.56879 0.68256 -1.40663 0.038 0.099 -0.097 0.094
H 0.11604 0.56288 -4.38707 -0.128 -0.023 0.035 0.134
H -1.63907 -3.59554 -2.75112 0.031 0.063 0.056 0.108
H -1.90478 -2.23579 -3.86742 -0.073 0.093 0.019 0.097
H -0.47071 2.24428 3.67457 -0.091 0.039 0.044 0.121
H 1.46924 5.12849 4.48485 -0.021 0.088 0.028 0.081
H 1.51337 3.95657 5.79674 -0.019 0.049 0.086 0.085
H 0.01097 4.21942 4.90731 -0.062 0.051 0.039 0.075



3.
37
Properties=species:S:1:pos:R:3:forces:R:3:lowdin_charge:R:1 method="wB97M-V/def2-TZVPD" e_homo_ev=0.015 e_lumo_ev=4.6 fmax_ha_per_bohr=0.0114 charge=-2 de_lowest_ev=0.000
Pd 0.41159 -0.47623 2.31169 0.395 -0.158 0.279 0.004
Se -0.72635 0.82682 4.22654 -0.527 0.117 -0.227 -0.261
Se 1.47285 0.23164 4.34809 0.285 -0.063 -0.029 -0.280
Te 2.74884 -1.83512 2.11515 -0.148 0.153 0.190 0.053
Se 2.75157 -3.18888 -0.01341 -0.033 -0.106 -0.301 -0.480
N -0.31030 -4.09531 1.50740 0.120 0.006 0.009 0.117
C -1.03428 -2.94767 1.41125 -0.131 -0.029 0.034 -0.416
C -0.45860 -1.82079 0.71233 0.034 -0.105 -0.007 -0.272
N -1.13513 -0.67893 0.58376 0.074 -0.020 0.171 -0.019
C -2.38942 -0.64769 1.13022 -0.043 -0.065 0.041 -0.213
C -2.92563 -1.73879 1.74022 0.018 0.054 -0.036 -0.186
N -2.25336 -2.90524 1.90440 -0.017 -0.001 -0.014 0.092
H 0.68186 -4.02166 1.26882 -0.037 0.008 -0.031 -0.059
H -0.53230 -4.66153 2.31038 -0.026 0.005 -0.050 0.089
H 0.44903 -1.97773 0.13259 -0.051 0.003 -0.034 -0.031
H -2.92350 0.29217 1.06041 0.015 0.001 0.015 0.086
H -3.93368 -1.70404 2.13964 0.008 0.000 0.005 0.084
C 3.19693 1.02620 -2.04246 0.003 0.033 0.014 -0.094
C 2.36552 0.62485 -0.83470 -0.008 -0.053 0.005 -0.307
N 0.98503 1.07822 -0.96598 -0.047 0.029 -0.074 0.001
C 0.41433 2.02052 -0.19661 0.126 -0.042 0.211 -0.896
S 1.21739 2.88793 0.99176 0.052 0.261 -0.141 0.550
N -0.91107 2.25109 -0.39689 0.021 0.123 -0.192 -0.031
C -1.71871 1.71584 -1.46639 -0.075 -0.053 0.044 -0.279
C -1.43939 2.34111 -2.83199 0.026 0.012 0.018 -0.096
H 4.21104 0.63885 -1.93256 0.014 0.007 -0.005 0.068
H 3.23952 2.11377 -2.14228 0.006 -0.002 0.002 0.062
H 2.77863 0.60851 -2.96256 0.001 -0.003 -0.005 0.060
H 2.76618 1.04944 0.08090 0.007 0.000 0.017 0.050
H 2.37438 -0.46140 -0.71551 -0.035 0.002 -0.011 0.003
H 0.35949 0.44276 -1.43535 -0.008 -0.053 0.076 0.114
H -1.26497 3.00073 0.17151 -0.027 -0.077 0.054 0.100
H -2.76361 1.87843 -1.19261 0.019 0.024 0.011 0.109
H -1.59963 0.62984 -1.49342 -0.007 0.006 -0.031 0.087
H -1.59668 3.42096 -2.79874 -0.017 -0.003 -0.001 0.066
H -2.10071 1.91613 -3.59086 0.004 -0.008 -0.011 0.062
H -0.40684 2.16520 -3.13473 0.009 -0.004 0.004 0.061